# 1
Here is a structure of composition C8H19NOSi at a distorted geometry from the OMol25 dataset. Energies are from the ωB97M-V functional and the def2-TZVPD basis.

Last column: Mulliken charge in e.
Geometry (Å):
C -2.15 0.67 1.71  0.201
C 2.16 -1.57 -0.76  -1.447
C -0.07 -2.02 0.45  -1.876
C -0.21 -1.16 -1.87  -1.874
C -2.67 1.59 -0.39  -1.350
C 1.09 2.17 -0.74  -0.985
C 1.46 0.41 1.95  -1.191
C 0.66 -1.14 -0.56  1.710
N -1.75 1.11 0.56  -0.083
O -3.24 0.75 2.26  -0.636
Si 0.55 0.60 0.26  0.444
H -1.20 0.22 2.31  0.055
H 2.42 -2.45 -0.12  0.329
H 2.23 -1.83 -1.81  0.456
H 2.97 -0.77 -0.57  0.270
H -1.26 -1.90 0.43  0.267
H 0.33 -1.88 1.41  0.565
H 0.17 -3.10 0.09  0.483
H -1.12 -0.61 -1.58  0.402
H 0.24 -0.46 -2.51  0.515
H -0.30 -2.17 -2.27  0.438
H -2.30 1.71 -1.35  0.421
H -3.47 1.01 -0.52  0.475
H -3.03 2.54 -0.08  0.399
H 2.17 2.02 -1.05  0.331
H 0.40 2.02 -1.66  0.214
H 1.04 3.08 -0.18  0.365
H 1.58 -0.70 1.99  0.304
H 2.46 0.91 1.90  0.364
H 0.83 0.94 2.69  0.436

The value obtained for the HOMO energy is -8.80 eV. Its LUMO energy is 0.48 eV.

=====

# 2
Here is a structure of composition C8H19NPbS6 at a distorted geometry from the OMol25 dataset. Energies are from the ωB97M-V functional and the def2-TZVPD basis.

Last column: Mulliken charge in e.
Geometry (Å):
Pb -0.10 0.01 0.84  0.594
S -0.39 -2.52 0.23  -0.006
S -0.44 2.55 0.34  -0.057
C 0.76 -3.40 1.25  -0.849
C 0.40 -2.41 -1.37  -0.554
C 1.24 -1.18 -1.70  -0.786
N 0.46 0.04 -1.51  -0.158
C 1.12 1.32 -1.73  -0.764
C 0.19 2.47 -1.34  -0.537
H -0.44 -2.50 -2.11  0.335
H 1.03 -3.32 -1.46  0.452
H 1.55 -1.19 -2.76  0.411
H 2.15 -1.13 -1.06  0.361
H 1.36 1.36 -2.80  0.399
H 2.06 1.35 -1.14  0.361
H -0.72 2.46 -1.99  0.338
H 0.71 3.44 -1.50  0.453
C 0.84 3.37 1.25  -0.914
H -0.44 -0.01 -1.99  0.161
H 1.87 2.97 1.13  0.282
H 0.57 3.37 2.34  0.323
H 0.79 4.43 0.87  0.348
H 0.41 -3.38 2.31  0.305
H 1.82 -3.05 1.20  0.254
H 0.69 -4.46 0.87  0.343
C -3.36 -0.05 0.60  -0.799
C -3.06 -0.08 -0.76  -0.424
H -3.59 0.91 1.09  0.353
H -3.49 -0.99 1.16  0.335
H -3.02 0.85 -1.34  0.280
H -2.93 -1.04 -1.28  0.299
S 2.23 0.03 1.92  -0.404
S 1.32 0.71 3.63  -0.168
S -0.01 -0.84 3.89  -0.158
S -1.57 -0.07 2.88  -0.412

The value obtained for the HOMO energy is -5.31 eV. Its LUMO energy is 0.13 eV.

=====

# 3
Here is a structure of composition C8H19NRuS2Se4 at a distorted geometry from the OMol25 dataset. Energies are from the ωB97M-V functional and the def2-TZVPD basis.

Last column: Mulliken charge in e.
Geometry (Å):
Ru 0.70 0.04 0.69  0.793
S -0.06 2.23 0.62  0.018
S 1.25 -1.88 -0.52  0.024
C -0.85 2.52 2.23  -0.932
C -1.49 2.33 -0.52  -0.671
C -2.04 0.99 -1.00  -0.727
N -0.90 0.13 -1.34  -0.224
C -1.24 -1.25 -1.73  -0.728
C 0.06 -2.02 -1.91  -0.716
H -1.11 2.91 -1.37  0.368
H -2.25 2.92 0.00  0.514
H -2.68 1.14 -1.89  0.360
H -2.63 0.50 -0.21  0.390
H -1.81 -1.24 -2.68  0.362
H -1.86 -1.70 -0.94  0.382
H 0.61 -1.66 -2.79  0.357
H -0.13 -3.10 -2.02  0.512
C 0.80 -3.31 0.49  -0.807
H -0.35 0.57 -2.09  0.305
H -0.22 -3.19 0.89  0.214
H 1.51 -3.36 1.32  0.283
H 0.88 -4.19 -0.16  0.392
H -0.07 2.45 2.99  0.343
H -1.63 1.77 2.42  0.249
H -1.26 3.53 2.19  0.387
C 2.84 0.95 -0.20  -0.885
C 1.98 1.03 -1.30  -0.667
H 3.54 0.12 -0.12  0.360
H 3.10 1.87 0.34  0.447
H 2.08 0.30 -2.10  0.461
H 1.58 2.01 -1.58  0.439
Se -1.24 -0.86 1.76  -0.359
Se -0.75 -1.11 4.10  0.013
Se 1.52 -1.63 3.95  -0.099
Se 2.13 0.19 2.51  -0.162

The total charge is +1. The value obtained for the HOMO energy (spin up / spin down) is -9.27 / -11.55 eV. Its LUMO energy (spin up / spin down) is -3.35 / -6.15 eV. Its spin multiplicity is 6.

=====

# 4
Here is a cluster of 2 separate species, C8H19O4 in total at a distorted geometry from the OMol25 dataset. Energies are from the ωB97M-V functional and the def2-TZVPD basis.

Last column: Mulliken charge in e.
Geometry (Å):
C -2.72 0.62 -2.00  -0.726
O -1.51 0.16 -1.45  -0.269
H -3.32 1.15 -1.24  0.277
H -2.56 1.31 -2.85  0.314
H -3.27 -0.25 -2.37  0.234
C -0.59 1.22 -1.08  -0.375
O 0.67 0.70 -0.89  -0.217
C 1.38 0.44 -2.09  -0.484
C 2.60 -0.40 -1.81  -0.599
O 2.21 -1.71 -1.51  -0.234
C 3.29 -2.58 -1.26  -0.736
H -0.91 1.66 -0.12  0.224
H -0.59 2.01 -1.85  0.382
H 1.69 1.40 -2.55  0.363
H 0.73 -0.09 -2.81  0.309
H 3.16 0.04 -0.96  0.339
H 3.25 -0.37 -2.70  0.376
H 2.87 -3.57 -1.07  0.223
H 3.96 -2.64 -2.14  0.290
H 3.87 -2.24 -0.39  0.305
C -2.08 -1.18 2.00  -1.000
C -1.90 0.04 2.83  0.009
O -0.60 0.08 3.36  -0.326
C -0.22 1.35 3.82  -0.655
H -1.22 -1.80 1.75  0.331
H -3.09 -1.45 1.69  0.322
H -2.64 0.08 3.66  0.320
H -2.09 0.94 2.21  0.205
H -0.91 1.72 4.61  0.299
H 0.79 1.28 4.22  0.244
H -0.23 2.09 2.99  0.258

The value obtained for the HOMO energy (spin up / spin down) is -7.79 / -9.74 eV. Its LUMO energy (spin up / spin down) is 0.99 / 0.81 eV. Its spin multiplicity is 2.

=====

# 5
Here is a structure of composition C8H19OS at a distorted geometry from the OMol25 dataset. Energies are from the ωB97M-V functional and the def2-TZVPD basis.

Last column: Mulliken charge in e.
Geometry (Å):
C -2.25 2.38 -1.18  -0.984
C 2.24 -1.75 1.23  -1.422
C 3.15 0.62 1.21  -1.297
C -3.43 -0.11 -0.36  -1.091
C -1.57 0.02 -2.33  -0.988
C -0.50 -0.59 0.67  -1.647
C 1.84 -0.29 1.31  -0.023
C 0.76 0.22 0.39  0.894
O 1.29 0.17 -0.94  -0.505
S -1.93 0.78 -0.74  0.680
H -1.54 2.92 -1.76  0.378
H -2.63 2.97 -0.42  0.409
H 2.90 -1.92 0.27  0.256
H 2.64 -2.21 2.04  0.454
H 1.38 -2.30 1.11  0.395
H 3.99 0.05 0.57  0.305
H 2.90 1.58 0.76  0.344
H 3.64 0.93 2.15  0.367
H -3.93 0.41 0.50  0.387
H -3.20 -1.07 -0.22  0.423
H -4.16 0.16 -1.16  0.413
H -1.57 -1.15 -2.13  0.313
H -0.61 0.13 -2.64  0.440
H -2.24 0.52 -3.10  0.407
H -1.04 -0.28 1.50  0.605
H -0.62 -1.60 0.64  0.604
H 1.58 -0.19 2.46  0.317
H 0.62 1.32 0.74  0.190
H 2.22 0.01 -0.94  0.377

The total charge is +1. The value obtained for the HOMO energy (spin up / spin down) is -12.27 / -13.02 eV. Its LUMO energy (spin up / spin down) is -5.07 / -4.35 eV.

=====

# 6
Here is a cluster of 2 separate species, C8H20 in total at a distorted geometry from the OMol25 dataset. Energies are from the ωB97M-V functional and the def2-TZVPD basis.

Last column: Mulliken charge in e.
Geometry (Å):
C 1.83 1.07 -3.98  -1.223
C 0.60 2.81 -0.70  -1.103
C 1.34 1.31 -2.53  -0.374
C 1.28 2.76 -2.04  -0.280
H 2.89 1.37 -4.07  0.298
H 1.23 1.71 -4.66  0.309
H 1.73 0.02 -4.31  0.337
H 1.15 2.25 0.07  0.273
H -0.39 2.35 -0.84  0.289
H 0.46 3.85 -0.35  0.333
H 0.32 0.88 -2.50  0.300
H 1.98 0.71 -1.87  0.275
H 2.33 3.06 -1.83  0.226
H 0.91 3.39 -2.87  0.341
C -0.48 -1.23 3.90  -1.175
C -1.99 -2.61 0.67  -1.193
C -1.58 -1.60 2.92  -0.285
C -1.04 -2.55 1.89  -0.307
H 0.38 -0.86 3.31  0.301
H -0.14 -2.04 4.56  0.296
H -0.85 -0.40 4.53  0.336
H -1.49 -3.14 -0.16  0.336
H -2.14 -1.55 0.39  0.293
H -2.98 -3.07 0.83  0.309
H -2.41 -2.04 3.50  0.251
H -1.96 -0.68 2.43  0.300
H -0.10 -2.20 1.43  0.255
H -0.87 -3.59 2.25  0.282

The value obtained for the HOMO energy is -11.12 eV. Its LUMO energy is 0.94 eV. The structure (SMILES) is CCCC.CCCC.

=====

# 7
Here is a structure of composition C8H20BCsO4S2 at a distorted geometry from the OMol25 dataset. Energies are from the ωB97M-V functional and the def2-TZVPD basis.

Last column: Mulliken charge in e.
Geometry (Å):
Cs 4.66 9.51 9.10  1.062
B 1.85 8.87 7.44  0.109
H 1.94 8.55 6.41  0.143
H 0.83 8.69 7.73  0.153
H 2.46 8.18 8.02  -0.240
H 2.08 9.92 7.53  -0.129
C 5.28 9.99 15.02  -0.587
C 6.58 10.68 14.56  -0.619
C 6.53 11.11 13.07  -0.688
S 4.83 11.68 12.82  0.967
O 4.30 11.02 11.63  -0.642
O 4.77 13.12 13.04  -0.602
C 4.12 10.73 14.33  -0.611
H 5.19 10.09 16.11  0.271
H 5.17 8.93 14.77  0.323
H 7.46 10.07 14.73  0.361
H 6.67 11.62 15.11  0.312
H 6.72 10.29 12.38  0.361
H 7.27 11.89 12.84  0.395
H 3.51 9.92 13.91  0.295
H 3.52 11.46 14.87  0.413
C 9.67 7.34 5.44  -0.520
C 8.59 8.14 4.63  -0.641
C 8.14 9.40 5.41  -0.643
S 8.56 9.17 7.26  0.886
O 7.34 9.16 8.06  -0.565
O 9.72 9.94 7.66  -0.577
C 9.21 7.41 6.93  -0.779
H 10.61 7.87 5.26  0.328
H 9.70 6.33 5.04  0.321
H 7.72 7.62 4.24  0.337
H 9.02 8.50 3.70  0.318
H 7.07 9.59 5.52  0.333
H 8.57 10.35 5.10  0.362
H 8.29 6.86 7.12  0.359
H 10.00 7.25 7.66  0.432

The total charge is +1. The value obtained for the HOMO energy (spin up / spin down) is -12.93 / -12.93 eV. Its LUMO energy (spin up / spin down) is -2.75 / -8.41 eV. Its spin multiplicity is 2.

=====

# 8
Here is a cluster of 2 separate species, C8H20ClN6 in total at a distorted geometry from the OMol25 dataset. Energies are from the ωB97M-V functional and the def2-TZVPD basis.

Last column: Mulliken charge in e.
Geometry (Å):
N 2.08 -1.90 2.21  -0.551
C 2.52 -0.60 2.73  0.334
N 1.44 0.38 2.96  -0.309
C 2.24 1.48 3.45  0.211
N 1.54 2.60 3.77  -0.347
N 3.63 1.18 3.54  0.114
Cl 4.86 2.24 4.09  0.118
N 3.80 -0.10 3.08  -0.029
H 1.19 -1.74 1.70  0.304
H 1.79 -2.44 3.05  0.350
H 1.13 2.66 4.71  0.252
H 1.38 3.33 3.07  0.257
H 4.68 -0.62 2.99  0.310
C 0.90 0.12 -1.19  -1.386
C -0.52 -0.31 -0.87  -0.389
N -1.54 0.46 -1.57  0.070
C -2.89 0.22 -1.07  -0.670
C -3.47 -1.19 -1.23  -0.961
C -1.42 0.50 -3.03  -0.687
C -1.44 -0.83 -3.78  -0.946
H 1.06 1.18 -0.98  0.302
H 1.61 -0.44 -0.57  0.328
H 1.16 -0.07 -2.24  0.370
H -0.66 -0.16 0.21  0.514
H -0.62 -1.38 -1.05  0.233
H -3.58 0.94 -1.52  0.350
H -2.90 0.46 0.00  0.373
H -3.79 -1.38 -2.25  0.228
H -4.36 -1.29 -0.60  0.393
H -2.77 -1.97 -0.93  0.269
H -0.49 1.02 -3.28  0.351
H -2.21 1.15 -3.43  0.357
H -0.84 -1.60 -3.29  0.243
H -1.04 -0.69 -4.79  0.368
H -2.46 -1.21 -3.90  0.278

The total charge is +1. The value obtained for the HOMO energy is -10.17 eV. Its LUMO energy is -4.46 eV.

=====

# 9
Here is a cluster of 3 separate species, C8H20ClO6PS in total from the OMol25 dataset. Energies are from the ωB97M-V functional and the def2-TZVPD basis.

Last column: Mulliken charge in e.
Geometry (Å):
S -2.07 4.59 -2.89  -0.375
P -4.21 5.15 -3.01  0.307
Cl -6.37 5.51 -3.22  -0.421
H -1.47 5.74 -3.14  0.116
H -4.30 5.56 -1.70  0.138
H -4.44 3.83 -3.31  0.129
H -3.99 6.09 -3.98  0.115
C -0.64 -2.56 -1.21  -0.857
C -1.29 -1.60 -2.17  -0.225
O -2.04 -0.58 -1.47  -0.386
C -1.33 0.42 -0.98  0.857
O -0.14 0.60 -1.14  -0.565
O -2.14 1.21 -0.27  -0.366
C -1.51 2.36 0.31  -0.508
H -1.39 -3.01 -0.55  0.285
H -0.15 -3.37 -1.76  0.365
H 0.11 -2.07 -0.59  0.130
H -2.03 -2.10 -2.79  0.302
H -0.56 -1.12 -2.81  0.304
H -1.00 2.94 -0.46  0.261
H -0.81 2.07 1.09  0.194
H -2.32 2.95 0.73  0.222
C 3.97 -4.33 2.39  -1.064
C 3.62 -3.39 3.52  -0.195
O 3.70 -2.01 3.11  -0.391
C 2.65 -1.56 2.43  0.761
O 1.64 -2.17 2.18  -0.571
O 2.88 -0.28 2.10  -0.359
C 1.82 0.35 1.38  -0.582
H 4.96 -4.09 1.99  0.291
H 3.99 -5.36 2.76  0.352
H 3.24 -4.27 1.59  0.300
H 4.34 -3.47 4.34  0.296
H 2.62 -3.59 3.91  0.308
H 0.88 0.26 1.93  0.258
H 1.70 -0.10 0.39  0.263
H 2.11 1.39 1.28  0.312

The value obtained for the HOMO energy is -9.71 eV. Its LUMO energy is 0.16 eV. The structure (SMILES) is CCOC(=O)OC.CCOC(=O)OC.S[PH3]Cl.

=====

# 10
Here is a cluster of 2 separate species, C8H20O4 in total at a distorted geometry from the OMol25 dataset. Energies are from the ωB97M-V functional and the def2-TZVPD basis.

Last column: Mulliken charge in e.
Geometry (Å):
O 5.31 0.15 3.45  -0.524
O 0.99 -1.68 0.74  -0.539
C 4.18 -0.73 3.68  -0.590
C 0.80 -0.68 1.68  -0.342
C 3.23 -0.54 2.49  -0.309
C 1.76 -0.94 2.80  -0.720
H 5.94 -0.38 2.92  0.309
H 0.92 -1.21 -0.12  0.406
H 3.78 -0.42 4.66  0.332
H 4.40 -1.82 3.73  0.284
H -0.22 -0.72 2.11  0.274
H 0.98 0.36 1.34  0.317
H 3.06 0.54 2.28  0.217
H 3.60 -1.01 1.56  0.261
H 1.84 -2.03 2.94  0.313
H 1.52 -0.48 3.78  0.370
O -3.60 2.09 -4.32  -0.507
O -0.07 -0.37 -1.45  -0.564
C -4.07 2.09 -3.05  -0.512
C -1.48 -0.44 -1.49  -0.510
C -3.60 0.79 -2.34  -0.758
C -2.04 0.63 -2.45  -0.210
H -3.66 1.23 -4.78  0.321
H 0.31 -0.55 -2.34  0.290
H -5.17 2.14 -3.02  0.286
H -3.68 3.01 -2.58  0.291
H -1.89 -0.22 -0.49  0.285
H -1.85 -1.44 -1.79  0.267
H -4.03 0.70 -1.33  0.402
H -4.00 -0.04 -2.96  0.273
H -1.70 0.35 -3.46  0.341
H -1.59 1.61 -2.20  0.245

The value obtained for the HOMO energy is -9.60 eV. Its LUMO energy is 0.57 eV. The structure (SMILES) is OCCCCO.OCCCCO.

=====

# 11
Here is a structure of composition C8H21ClIOP2Pr at a distorted geometry from the OMol25 dataset. Energies are from the ωB97M-V functional and the def2-TZVPD basis.

Last column: Mulliken charge in e.
Geometry (Å):
C -0.16 -0.02 -4.90  -0.755
I -0.44 0.05 -2.71  0.100
H 0.92 0.09 -5.06  0.298
H -0.72 0.80 -5.34  0.299
H -0.53 -0.99 -5.24  0.299
Pr 0.67 0.00 0.66  0.762
P 0.03 2.75 0.51  0.519
C -1.53 3.62 0.20  -1.029
C 0.80 3.45 2.05  -1.084
H 0.96 4.54 1.97  0.417
H 1.40 4.30 -0.86  0.398
H 1.79 2.95 2.21  0.334
H 2.24 2.73 -0.58  0.376
H -2.23 3.37 1.02  0.355
H 0.11 3.23 2.88  0.360
C 1.25 3.21 -0.81  -1.095
H -1.47 4.71 0.14  0.400
H 0.88 2.86 -1.79  0.300
H -1.97 3.26 -0.75  0.335
P 0.07 -2.74 0.91  0.546
C -1.47 -3.68 0.74  -1.024
C 1.30 -3.39 -0.32  -1.135
H 1.83 -2.67 2.62  0.341
H 1.01 -4.29 2.61  0.417
H 0.14 -2.88 3.33  0.360
C 0.84 -3.20 2.54  -1.092
H 2.28 -2.87 -0.17  0.374
H 1.47 -4.48 -0.19  0.396
H -1.40 -4.77 0.84  0.398
H -1.92 -3.47 -0.25  0.347
H 0.92 -3.21 -1.34  0.334
H -2.18 -3.33 1.52  0.352
C -1.68 -0.05 0.27  0.209
O -2.83 -0.05 0.23  -0.074
Cl -0.40 0.17 3.07  -0.335

The total charge is +2. The value obtained for the HOMO energy (spin up / spin down) is -15.91 / -15.94 eV. Its LUMO energy (spin up / spin down) is -8.04 / -7.77 eV. Its spin multiplicity is 3.

=====

# 12
Here is a structure of composition C8H21ClIOP2Y at a distorted geometry from the OMol25 dataset. Energies are from the ωB97M-V functional and the def2-TZVPD basis.

Last column: Mulliken charge in e.
Geometry (Å):
C -1.22 -0.03 -3.98  -0.903
I -2.32 0.17 -2.00  0.122
H -0.13 0.07 -3.97  0.402
H -1.69 0.79 -4.55  0.345
H -1.54 -1.00 -4.37  0.379
Y 0.21 -0.09 -0.62  0.396
P 0.09 2.50 0.38  0.956
C -1.40 3.54 0.51  -1.157
C 1.13 3.24 1.69  -1.222
H 1.18 4.34 1.56  0.416
H 1.00 4.32 -0.88  0.386
H 2.15 2.82 1.63  0.377
H 1.84 2.79 -1.30  0.412
H -1.91 3.35 1.47  0.381
H 0.71 3.01 2.68  0.396
C 0.87 3.25 -1.10  -1.225
H -1.11 4.60 0.45  0.408
H 0.22 3.13 -1.98  0.424
H -2.09 3.30 -0.32  0.329
P 0.08 -2.54 0.71  0.919
C -1.39 -3.56 1.03  -1.198
C 0.89 -3.51 -0.61  -1.190
H 2.13 -2.57 2.00  0.374
H 1.20 -4.09 2.20  0.416
H 0.69 -2.59 3.05  0.401
C 1.13 -3.00 2.13  -1.222
H 1.87 -3.08 -0.86  0.414
H 1.01 -4.54 -0.24  0.381
H -1.09 -4.61 1.14  0.401
H -2.09 -3.46 0.18  0.358
H 0.26 -3.52 -1.51  0.429
H -1.89 -3.22 1.95  0.380
Cl 2.70 -0.09 -0.81  -0.426
O -0.98 0.16 2.70  -0.134
C -0.53 0.09 1.63  0.075

The total charge is +2. The value obtained for the HOMO energy is -16.48 eV. Its LUMO energy is -8.32 eV.